Computed, not measured: a single C5H7NOS2 molecule, with ωB97M-V/def2-TZVPD.

The geometry in XYZ format:
```
16
Properties=species:S:1:pos:R:3:lowdin_charge:R:1
C -1.503 1.273 -0.802 -0.020
N -0.653 0.284 -0.106 -0.120
C -0.803 -1.069 -0.330 -0.541
O -1.646 -1.504 -1.051 0.099
C 0.250 -1.910 0.342 -0.365
S 1.937 -1.427 -0.100 0.876
C 1.907 0.201 0.557 -0.839
S 1.734 1.559 -0.675 0.842
C 0.562 0.855 0.526 -0.558
H -2.281 0.972 -1.476 0.086
H -1.873 1.832 0.071 0.094
H -0.725 1.909 -1.288 0.059
H 0.305 -1.893 1.459 0.102
H 0.040 -2.893 -0.023 0.079
H 2.351 0.231 1.573 0.093
H 0.397 1.581 1.324 0.115
```

The gap between HOMO and LUMO is 9.5 eV. The calculation puts the total energy at -1121.05502 Ha. The LUMO energy comes out at 0.621 eV. Its SMILES is CN1C(=O)CS[C@H]2S[C@H]21. The HOMO energy is -8.883 eV.


Computed, not measured: 2 unconnected molecules or ions with the total composition C5H10BrO3P, with ωB97M-V/def2-TZVPD.

The geometry in XYZ format:
```
20
Properties=species:S:1:pos:R:3:lowdin_charge:R:1
C -2.827 0.499 -0.593 -0.186
C -2.181 1.878 -0.457 -0.206
C -1.403 0.732 -0.965 -0.833
C 0.244 -2.662 0.115 -0.132
C 3.223 0.772 0.635 -0.129
O 0.435 0.585 2.199 -0.289
O 0.487 -1.568 0.962 -0.305
O 1.959 0.537 0.001 -0.363
P 0.526 0.087 0.855 0.719
Br -0.776 0.566 -2.681 0.751
H -3.046 -0.119 0.347 0.127
H -3.446 0.323 -1.537 0.118
H -2.495 2.592 -1.232 0.102
H -1.856 2.369 0.443 0.096
H 1.138 -2.769 -0.443 0.065
H -0.698 -2.539 -0.501 0.101
H 0.156 -3.639 0.636 0.093
H 3.941 1.276 -0.099 0.105
H 3.652 -0.227 0.732 0.074
H 2.966 1.307 1.583 0.091
```

The gap between HOMO and LUMO (alpha / beta) is 7.9 / 7.9 eV. The calculation puts the total energy at -3337.49652 Ha. The LUMO energy (alpha / beta) comes out at -0.926 / -0.927 eV. The HOMO energy (alpha / beta) is -8.837 / -8.838 eV.